Below is a 2-piece molecular cluster, C5H13NO overall at a distorted geometry, with properties calculated with ωB97M-V with the def2-TZVPD basis set.

The calculation puts the HOMO-LUMO gap at 10.099 eV. For the HOMO energy, the calculation gives -0.336 hartree. For the LUMO energy, the calculation gives 0.965 eV. Its maximum force is 1.96 eV/A. For the energy above the lowest of the compared OMol25 structures with the same formula, charge and spin, the calculation gives 2.212 eV.

ORCA input file:
```
! wB97M-V def2-TZVPD RIJCOSX def2/J DEFGRID3
* xyz 0 1
C -0.80277 -0.02614 0.43275
C -1.26583 1.18478 -0.40158
C -1.46391 0.98085 -1.97539
C 0.84314 0.05794 -2.39381
C -0.47133 -0.02223 -2.52692
N 0.46280 0.25301 1.17803
H -1.56278 -0.48628 1.07155
H -0.58771 -0.88653 -0.19493
H -0.39370 1.85165 -0.40725
H -2.06659 1.83875 -0.05751
H -2.50363 0.72705 -2.18211
H -1.19864 1.95105 -2.39815
H 1.54143 -0.61564 -2.88493
H 1.31517 0.68379 -1.64389
H -0.94781 -0.85160 -3.04028
H 0.26553 -0.01441 2.13795
H 0.55547 1.26261 1.22588
H 2.83990 -3.28903 5.05859
H 3.03782 -1.93539 4.53261
O 2.40344 -2.66421 4.46941
*
```


Below is C5H6FNS as an isolated structure at a distorted geometry, with properties calculated with ωB97M-V with the def2-TZVPD basis set.

The calculation puts the HOMO-LUMO gap at 9.525 eV. For the HOMO energy, the calculation gives -0.330 hartree. For the LUMO energy, the calculation gives 0.540 eV. Its maximum force is 4.21 eV/A. For the energy above the lowest of the compared OMol25 structures with the same formula, charge and spin, the calculation gives 3.179 eV.

ORCA input file:
```
! wB97M-V def2-TZVPD RIJCOSX def2/J DEFGRID3
* xyz 0 1
C -0.10358 -1.24707 0.18863
C -0.53020 -0.10213 1.10575
C 1.00108 -0.33067 -0.26618
C 0.51147 0.95762 -0.83294
C -0.57673 1.08909 0.07541
H 0.29146 -2.04135 0.95943
H -1.27780 -0.11912 1.84679
H 2.00869 -0.58573 -0.45128
H 1.33284 1.65170 -1.17481
H -1.31484 -0.23195 -1.41692
H -0.92388 1.92185 0.54833
N -0.92418 0.82223 -1.35480
F -0.75848 -1.86054 -0.83566
S 1.26416 0.07608 1.60825
*
```


Below is a 2-piece molecular cluster, C4H10N2OS overall at a distorted geometry, with properties calculated with ωB97M-V with the def2-TZVPD basis set.

The calculation puts the HOMO-LUMO gap at 9.369 eV. For the HOMO energy, the calculation gives -0.333 hartree. For the LUMO energy, the calculation gives 0.296 eV. Its maximum force is 4.76 eV/A. For the energy above the lowest of the compared OMol25 structures with the same formula, charge and spin, the calculation gives 4.896 eV.

ORCA input file:
```
! wB97M-V def2-TZVPD RIJCOSX def2/J DEFGRID3
* xyz 0 1
C -3.38007 -0.05589 -0.20260
C 1.69015 -0.41605 0.88837
C 0.16574 -0.09161 0.65570
C 2.26299 -0.26469 -0.59576
N 0.11817 0.54178 -0.67276
N 1.06583 -0.19605 -1.43359
O -2.28717 2.10692 0.64041
S -2.53618 1.28294 -0.56375
H -3.61279 -0.47666 0.71269
H -3.68516 -0.83010 -0.90603
H 2.02461 0.17442 1.66256
H 1.77833 -1.34846 1.19447
H -0.23217 -1.16973 0.72057
H -0.12186 0.58225 1.42549
H 2.85688 0.66619 -0.47158
H 3.02272 -0.98535 -0.86269
H 0.28681 1.50016 -0.44016
H 0.58317 -1.02007 -1.75134
*
```


Below is a 2-piece molecular cluster, C34H48F9IN3S3 overall at a distorted geometry, with properties calculated with ωB97M-V with the def2-TZVPD basis set.

The calculation puts the HOMO-LUMO gap at 5.481 eV. For the HOMO energy, the calculation gives -0.358 hartree. For the LUMO energy, the calculation gives -4.256 eV. Its maximum force is 4.28 eV/A.

ORCA input file:
```
! wB97M-V def2-TZVPD RIJCOSX def2/J DEFGRID3
* xyz 1 1
C 0.39898 2.44992 5.34040
C 1.42076 3.67376 4.99054
C 2.39567 3.28021 3.73715
C 1.46787 3.30856 2.42932
N 2.09802 2.80380 1.17086
C 2.83580 1.51862 1.34611
C 1.77981 0.47037 2.00259
C 2.20061 -1.06580 1.80902
C 1.40001 -1.79788 0.60440
C 0.79705 -3.24092 0.98997
C 0.46160 -3.95461 -0.43747
C 1.70401 -4.26772 -1.38084
C 2.82625 -5.06219 -0.48820
C 4.22793 -4.25769 -0.39404
I 5.56423 -4.96704 -2.00990
N -0.84333 -4.16217 -0.58090
C -1.19516 -4.78167 -1.92693
C -1.78165 -3.78302 0.53703
S -2.50064 -2.18034 -0.17575
C -2.92706 -4.83025 0.98082
F -2.91910 -5.12437 2.38914
F -2.87772 -6.08477 0.30696
C -4.38891 -4.21126 0.64518
C -4.94912 -4.54479 -0.77141
C -6.31482 -3.99123 -1.25909
C -7.12746 -3.08578 -0.30507
C -6.57027 -2.78933 1.13201
C -7.50626 -1.83117 2.03440
F -6.98003 -0.50393 1.83351
F -8.84440 -1.76099 1.52802
F -7.50261 -2.18820 3.40261
C -5.20221 -3.34382 1.63856
C -0.67968 -3.32937 1.64252
C -1.10234 -2.27642 2.76176
F -2.46981 -2.41697 3.19933
F -1.00254 -0.90183 2.32398
C -0.21349 -2.35429 4.11643
F 0.79189 -3.36178 4.08287
F 0.29483 -1.05265 4.45105
C 2.88287 3.82377 0.46123
S 3.75118 5.07917 1.13634
S 2.87040 3.70223 -1.41133
C 1.07799 4.11255 -1.84568
C 0.75644 3.51813 -3.32478
C 0.64952 1.89914 -3.31148
H -0.65248 2.84839 5.56303
H 0.75997 1.81744 6.22598
H 0.28031 1.71703 4.45867
H 0.88728 4.66904 4.83538
H 2.11052 3.75541 5.90440
H 2.82988 2.26010 4.00595
H 3.22118 4.07880 3.74926
H 0.44051 2.81152 2.62149
H 1.21657 4.42272 2.23802
H 3.04263 1.11917 0.27911
H 3.79020 1.64101 1.96132
H 1.69047 0.64827 3.13521
H 0.76836 0.71925 1.49864
H 3.32211 -1.15836 1.53171
H 2.07453 -1.63178 2.79130
H 2.09459 -1.79038 -0.29952
H 0.49468 -1.13636 0.31179
H 1.65793 -3.70430 1.60166
H 2.21882 -3.32966 -1.80453
H 1.48245 -4.95077 -2.26519
H 3.07459 -6.04410 -1.04684
H 2.41994 -5.39387 0.53285
H 4.11445 -3.12441 -0.39833
H 4.73849 -4.63713 0.57122
H -0.52997 -5.68914 -2.13407
H -2.27291 -5.14484 -1.94394
H -0.96624 -3.99443 -2.74020
H -3.12104 -1.58610 0.91621
H -4.37063 -5.20085 -1.50741
H -6.69796 -4.25444 -2.29783
H -8.12017 -2.65512 -0.66364
H -4.83396 -3.11259 2.68801
H -0.58303 -4.31836 2.24466
H -0.91505 -2.62824 4.99233
H 0.34934 3.66267 -1.06761
H 1.00565 5.25767 -1.82439
H -0.22873 3.99268 -3.70125
H 1.57119 3.89569 -4.03752
H 1.65085 1.43845 -2.96309
H 0.38474 1.46180 -4.33212
H -0.11927 1.57328 -2.51081
C 1.83294 6.14238 -7.03079
C 1.86622 7.62527 -6.67616
C 2.07124 7.87520 -5.18022
C 0.94327 7.26202 -4.40048
N 0.05508 6.77953 -3.78802
H 0.99546 5.63123 -6.54851
H 1.71427 6.01245 -8.10920
H 2.76018 5.64586 -6.72813
H 0.93102 8.08964 -7.00479
H 2.67648 8.10581 -7.23211
H 2.10137 8.94892 -4.97888
H 3.01658 7.44059 -4.84389
*
```


- What is the formula in the third record?
  C4H10N2OS